Formula: C21H24BrF5NO8PReTe
Source: the OMol25 dataset
Level of theory: wB97M-V/def2-TZVPD

Values from the calculation:
Relative energy (zero: lowest compared OMol25 entry of this formula, charge and spin) = 3.2851 eV
Largest force on an atom = 0.97 eV/Å
HOMO energy (spin up / spin down) = -0.3291 / -0.3511 Ha
<S²> = 3.766
Lowest unoccupied orbital energy (spin up / spin down) = -1.23 / -1.50 eV
Energy = -142380.9616 eV
Charge = 0
Multiplicity = 4

Last column: Löwdin spin population.
Positions of all 63 atoms, in Å:
C -2.11085 -3.83889 -2.31496  0.00
H -2.84544 -0.48291 6.04253  0.00
H -1.88609 3.94948 -1.17028  0.00
H 3.02450 -2.48538 -2.50204  0.00
Br -2.00749 -4.58347 3.32552  0.00
H -2.83107 -2.92055 5.63408  0.00
N -0.15658 2.81297 -0.85340  0.02
H -2.09933 -4.73527 -0.36244  0.00
C 0.21850 1.70377 -3.05331  0.01
Te 3.70414 1.83343 0.32051  0.01
H -0.30247 4.57749 0.32857  0.00
C -1.56855 -0.49313 2.91330  0.00
O 0.93516 3.75746 2.41821  0.00
C 0.14438 -2.44631 -1.47005  0.00
C -1.07306 0.45483 1.86941  0.02
C -2.01853 -2.71828 3.66088  0.00
H -2.99062 -4.37553 -2.64462  0.00
O 2.53965 1.56841 -1.13652  0.10
H -2.03839 1.07778 4.27967  0.00
F 4.95619 2.75958 -0.73101  0.00
C -1.55619 -1.86149 2.67996  0.00
H 1.31757 3.33154 -2.26705  0.00
Re 0.82212 0.81508 -0.40155  2.42
C -1.47634 -2.95477 -3.17436  0.00
H 1.67929 -2.36665 1.37695  0.00
H 2.33294 -3.51302 0.17545  0.00
C -1.65067 2.95383 -0.77550  0.01
C -2.48911 -0.86520 5.09626  0.00
F 4.56087 2.00755 1.94170  0.00
C -1.61588 -4.04069 -1.03578  0.00
O 0.35182 0.60982 -2.31645  0.09
C -0.48916 -3.35113 -0.61763  0.00
H -0.09337 -3.54152 0.37199  0.00
H 0.10902 -1.54567 -3.42585  0.00
C -0.35500 -2.25540 -2.75711  0.00
C 0.27613 3.00889 -2.26103  0.00
H -1.91550 2.93230 0.27843  0.00
O 0.07510 1.67387 -4.24652  0.02
H -1.85994 -2.79862 -4.17306  0.00
H 2.41864 -0.89027 -3.03129  0.00
H -2.23444 1.90880 -2.60060  0.00
H -0.33423 3.76392 -2.75995  0.00
H 3.69004 -0.98063 -1.80205  0.00
H -3.52210 2.27411 -1.47379  0.00
H -2.75212 0.54938 -0.19027  0.00
O -0.41110 -0.11826 0.89526  0.10
F 4.93042 0.47707 -0.19172  0.00
C 0.42809 3.81050 0.07344  0.01
O 1.55127 1.97343 1.20595  0.06
P 1.55936 -1.49274 -0.87142  0.02
H 3.27086 -2.07501 0.67896  0.00
C -2.04113 0.00879 4.11975  0.00
O -1.24979 1.65712 1.95871  0.02
C -2.48181 -2.23556 4.87471  0.00
C 2.79405 -1.46716 -2.18839  0.00
H -1.20331 -2.24062 1.73191  0.00
C -2.48137 1.93446 -1.53899  0.00
C 0.95111 3.20242 1.36800  0.00
F 3.25364 3.66336 0.59473  0.01
H 1.28404 4.29134 -0.39874  0.00
C 2.27739 -2.46615 0.47286  0.01
O -2.34466 0.61242 -1.06136  0.01
F 3.02939 0.18508 1.11140  0.05

Atoms 1-3, force components in eV/Å:
-0.04 -0.02 -0.01
-0.01 0.01 0.02
-0.01 -0.02 0.01



Formula: C3H11N3
Source: the OMol25 dataset
Level of theory: wB97M-V/def2-TZVPD

Values from the calculation:
Relative energy (zero: lowest compared OMol25 entry of this formula, charge and spin) = 2.7021 eV
Largest force on an atom = 3.69 eV/Å
HOMO energy = -0.3079 Ha
Lowest unoccupied orbital energy = 0.95 eV
Structure (SMILES) = [H]/N=C/N.CCN
Energy = -7757.3818 eV
Charge = 0
Multiplicity = 1

Last column: Löwdin charge in e.
Positions of all 17 atoms, in Å:
N -0.72805 0.00777 -1.38396  -0.06
H 3.23250 2.01491 1.17530  0.08
H 1.21909 2.37765 3.07637  0.13
N 1.20403 0.66797 2.06148  0.05
H 0.26718 0.35864 -1.53607  0.10
H -1.79784 -2.36775 0.01134  0.09
C -0.97886 -1.37052 -1.80278  -0.39
H -2.95690 -1.66957 -1.07020  0.06
H 2.82760 3.40567 1.49565  0.08
H 0.01309 -1.80691 -1.64270  0.09
C -2.00650 -2.15162 -1.08189  -0.13
H -2.11824 -3.15524 -1.40770  0.05
H 0.24208 0.47399 2.22654  0.04
H -1.13782 -1.34721 -2.93601  0.12
C 1.51102 1.86559 2.09525  -0.41
N 2.34999 2.54560 1.16820  0.04
H -1.14239 0.15103 -0.44883  0.05

Atoms 1-3, force components in eV/Å:
-0.40 1.11 0.54
-0.55 -0.82 -1.11
-0.25 0.83 -1.70



Formula: H17O9
Source: the OMol25 dataset
Level of theory: wB97M-V/def2-TZVPD

Values from the calculation:
Relative energy (zero: lowest compared OMol25 entry of this formula, charge and spin) = 2.8270 eV
Largest force on an atom = 6.25 eV/Å
HOMO energy = -0.2359 Ha
Lowest unoccupied orbital energy = 3.33 eV
Energy = -18703.6980 eV
Charge = -1
Multiplicity = 1

Last column: Löwdin charge in e.
Positions of all 26 atoms, in Å:
H -0.35427 -0.56508 -2.01558  -0.04
H -0.13227 -1.20108 1.25542  -0.02
H 0.70373 -1.89608 2.32342  0.03
H 1.50873 -2.75208 -0.96258  -0.02
O -1.32027 2.28292 -1.03858  -0.18
H -1.48227 0.30592 4.52442  0.07
H -1.38527 2.66892 -0.08458  0.07
O 1.99373 1.25792 1.33242  -0.03
H -0.81527 0.13592 3.18342  -0.08
H -0.09927 -0.99508 -3.50358  0.09
O -2.45627 -0.83608 0.08342  -0.14
H -3.08527 -0.68208 -0.76858  0.11
H -0.10527 0.41492 0.72942  0.00
O 1.93973 -1.95908 -0.86458  -0.04
H 1.44473 0.41792 -1.64658  0.00
H 2.38273 1.97392 0.99542  -0.05
O -0.19127 -1.66208 2.10742  -0.06
O 1.76473 0.98492 -2.40958  -0.18
H 1.15873 1.32492 -3.24758  0.13
H -0.59927 1.54592 -0.84858  0.02
O -0.74727 -1.15408 -2.68658  -0.13
H 1.33173 -1.37208 -0.40758  -0.03
O -1.21527 0.76392 3.67642  -0.04
H 1.28373 1.35192 0.64042  0.02
O 0.16073 -0.01608 -0.14058  -0.44
H -1.68427 -0.33908 -0.22658  -0.05

Atoms 1-3, force components in eV/Å:
-0.23 -0.33 0.20
0.05 -0.13 -0.49
0.64 -0.05 0.04



Formula: C5H11NO2
Source: the OMol25 dataset
Level of theory: wB97M-V/def2-TZVPD

Values from the calculation:
Relative energy (zero: lowest compared OMol25 entry of this formula, charge and spin) = 3.8524 eV
Largest force on an atom = 4.69 eV/Å
HOMO energy = -0.3464 Ha
Lowest unoccupied orbital energy = 0.49 eV
Energy = -10945.4146 eV
Charge = 0
Multiplicity = 1

Last column: Löwdin charge in e.
Positions of all 19 atoms, in Å:
C -2.46743 0.64035 -0.02023  -0.17
O 0.96025 -0.52668 -0.89575  -0.01
H 3.30840 -1.09188 -1.15210  0.02
C 0.75000 -0.04849 0.20772  -0.51
H -1.75505 -1.30595 -0.48386  0.12
H -3.23220 0.66304 -0.79881  0.11
O 3.91767 -0.66330 -0.53913  -0.07
C -0.64217 -0.58685 1.12182  -0.10
H -0.76157 -0.32977 2.16508  0.12
H 4.57063 -0.23318 -1.09733  0.03
H -0.93056 0.83011 -1.52721  0.12
H -0.29741 -1.60183 1.04987  0.13
H -1.23217 2.31064 -0.62918  0.12
H -2.71590 -1.28725 1.00508  0.11
C -1.17208 1.23852 -0.54886  -0.22
H -2.80925 1.25137 0.81844  0.11
C -1.99623 -0.73613 0.41696  -0.17
H 1.53975 0.11089 0.94610  0.15
N -0.18772 1.01710 0.49419  0.09

Atoms 1-3, force components in eV/Å:
0.08 0.41 -0.07
-0.33 -0.89 -0.28
-0.23 0.17 0.13



Formula: C29H27NO3PReS2
Source: the OMol25 dataset
Level of theory: wB97M-V/def2-TZVPD

Values from the calculation:
Largest force on an atom = 0.48 eV/Å
HOMO energy (spin up / spin down) = -0.6381 / -0.6379 Ha
<S²> = 3.780
Lowest unoccupied orbital energy (spin up / spin down) = -10.66 / -11.35 eV
Energy = -71206.0460 eV
Charge = +3
Multiplicity = 4

Last column: Löwdin spin population.
Positions of all 64 atoms, in Å:
P -0.05130 -1.80726 0.08055  0.00
O 0.68384 1.59535 -0.36243  0.15
H 1.00654 -3.57343 -1.96888  0.00
C -1.37241 3.17869 3.92767  0.00
H -2.67052 0.63495 3.32913  0.00
C -1.16923 -0.57238 4.29248  0.00
H 3.30498 -4.27398 -2.45944  0.00
C 1.58574 -2.35942 -0.26240  0.00
C -1.32162 3.19683 1.14343  0.00
C 2.07176 3.49024 0.72869  0.00
H -3.20219 4.20038 1.27199  0.00
S 1.15732 2.01213 1.09323  0.02
C 1.20026 -0.99710 -6.20608  0.00
Re -0.56494 0.21172 -1.12415  2.45
C -0.12206 -1.47441 4.12552  0.00
C 3.93771 -2.29298 0.23009  0.00
S 2.65624 0.36413 -4.23518  0.05
C -0.38894 -1.32921 1.75201  0.01
H -0.09470 -2.03617 -7.53975  0.00
C 2.64854 -1.88054 0.51913  0.00
C -1.36394 -2.91731 -0.50479  0.01
O -2.12914 -0.80001 -1.47853  0.18
H 1.47931 4.11178 0.05653  0.00
H -1.79314 -3.44696 0.34551  0.00
H 2.21140 3.98748 1.69018  0.00
H -1.28773 3.24053 0.06053  0.00
C 0.24844 -0.54261 -4.00700  0.01
C 1.81947 -3.20654 -1.35207  0.00
H 2.28906 1.07509 -1.95910  0.00
C 1.84599 0.57319 -2.80452  0.04
C 0.01659 -1.60597 -6.55324  0.00
H -0.98584 -3.66796 -1.20035  0.00
N 0.60782 0.06878 -2.76880  0.03
C 3.11516 -3.60078 -1.63321  0.00
H 5.17912 -3.47597 -1.05929  0.00
C -0.28404 2.63220 1.88049  0.01
C -3.56347 4.43364 3.94814  0.00
H -3.37296 4.52327 5.01469  0.00
H 2.02419 -0.92501 -6.90504  0.00
H -3.74335 5.42870 3.54100  0.00
H -1.98572 -2.11575 -5.95436  0.00
C -1.45142 -0.42614 1.92001  0.01
C 0.27865 -1.86107 2.85547  0.00
C -2.47005 -2.13147 -1.20001  0.02
H 4.76266 -1.96054 0.84673  0.00
C -2.42361 3.76808 3.22686  0.00
H -4.48905 3.87200 3.81167  0.00
C -1.05300 -1.66032 -5.64770  0.00
O -3.51156 -2.57232 -1.50362  0.02
H 2.46730 -1.20981 1.35023  0.00
C 4.16843 -3.15137 -0.84163  -0.01
H 3.03827 3.22450 0.30174  0.00
C -0.95615 -1.13151 -4.37710  0.00
H 0.51382 2.14562 3.82678  0.00
C -2.38938 3.74796 1.82818  0.00
H -2.02516 -0.05274 1.06818  0.00
H -1.47822 -0.29011 5.29155  0.00
C -1.83993 -0.04574 3.19277  0.00
H -1.39292 3.17753 5.01108  0.00
H 0.37785 -1.89005 4.99079  0.00
C -0.29844 2.60016 3.26700  0.00
H 1.06898 -2.59054 2.73455  0.00
C 1.29708 -0.46780 -4.92377  0.00
H -1.81634 -1.15165 -3.72211  0.00

Atoms 1-3, force components in eV/Å:
-0.07 -0.09 -0.24
-0.01 -0.12 -0.26
0.06 0.01 0.03



> The highest energy belongs to which entry?

C3H11N3